(1)
Entry from the Open Molecules 2025 dataset: a single C6H9N molecule in a non-equilibrium geometry (wB97M-V/def2-TZVPD).

The lowest unoccupied orbital energy comes out at 0.36 eV. As for the HOMO-LUMO gap: 8.44 eV. The electronic energy comes out at -7854.276 eV.

ORCA input file:
```
! wB97M-V def2-TZVPD RIJCOSX def2/J DEFGRID3
* xyz 0 1
C -1.26 -0.12 1.58
H -1.25 -1.12 -1.68
H -2.45 -1.81 0.72
H 0.81 -1.50 1.19
C -1.71 -1.06 0.49
H 1.66 0.03 1.28
C -0.03 0.22 -0.21
H -0.27 1.66 1.32
H 0.08 1.81 -1.73
H 1.29 0.50 -1.84
H 1.76 -0.98 -0.19
C 0.71 1.13 -1.16
H 1.43 1.72 -0.57
N -0.77 0.90 0.87
C 1.10 -0.62 0.59
C -1.09 -0.76 -0.66
*
```

(2)
Entry from the Open Molecules 2025 dataset: 2 unconnected molecules or ions with the total composition C4H13N in a non-equilibrium geometry (wB97M-V/def2-TZVPD).

The lowest unoccupied orbital energy comes out at 1.06 eV. As for the HOMO-LUMO gap: 9.82 eV. The electronic energy comes out at -5846.998 eV. As for the SMILES: CCN.CC.

ORCA input file:
```
! wB97M-V def2-TZVPD RIJCOSX def2/J DEFGRID3
* xyz 0 1
H 3.50 -1.53 2.02
H 0.06 0.66 -1.64
N -2.04 0.42 -0.81
C -0.82 1.18 -1.09
H 2.63 -3.07 2.71
H -1.87 2.15 -2.67
C -1.28 2.50 -1.77
H 0.88 -1.22 1.27
H -2.95 0.91 -1.23
H -1.74 3.25 -1.10
H 2.00 -1.44 3.24
H -0.38 3.03 -2.11
H -2.29 -0.05 0.13
H 2.17 -1.67 0.34
C 2.51 -2.06 2.34
H -0.24 1.45 -0.19
H 0.96 -2.84 0.88
C 1.52 -2.04 1.20
*
```

(3)
Entry from the Open Molecules 2025 dataset: a single C14H21N5O2 molecule in a non-equilibrium geometry (wB97M-V/def2-TZVPD).

The lowest unoccupied orbital energy comes out at 0.56 eV. As for the HOMO-LUMO gap: 8.73 eV. The electronic energy comes out at -26402.536 eV. As for the SMILES: CCCCn1nnnc1NCc1ccc(OC)c(OC)c1.

ORCA input file:
```
! wB97M-V def2-TZVPD RIJCOSX def2/J DEFGRID3
* xyz 0 1
H 4.05 2.41 -2.43
H 5.74 -2.29 1.45
H -2.44 -1.27 0.64
C -2.72 -3.08 -1.39
H 5.74 2.53 -1.89
C -0.17 2.12 0.12
N -3.70 1.01 0.02
C 3.44 -0.16 0.62
H -4.09 -1.31 1.26
H -4.72 -2.87 -0.62
H 4.47 -1.73 2.57
C -2.55 1.69 0.28
H 2.24 2.60 -0.96
H -2.89 -2.43 -2.25
N -2.86 2.80 0.93
C 3.44 1.00 -0.19
C -3.49 -1.40 0.36
H -0.37 2.74 1.00
H 4.45 3.37 -0.98
C 4.71 -1.95 1.52
H -3.55 -3.53 0.53
H 2.25 -1.42 1.88
N -1.31 1.24 -0.03
N -4.70 1.75 0.55
N -4.18 2.78 1.07
C 2.27 -0.54 1.25
C 1.10 0.20 1.09
C -3.90 -0.27 -0.59
H -2.84 -4.11 -1.73
C 4.70 2.47 -1.56
O 4.63 -0.80 0.71
O 4.63 1.32 -0.77
C 2.26 1.72 -0.34
C -3.69 -2.78 -0.26
H 0.20 -0.11 1.60
H 4.05 -2.75 1.16
C 1.09 1.32 0.29
H -1.69 -2.96 -1.06
H -3.31 -0.31 -1.52
H -1.25 0.55 -0.76
H -4.96 -0.34 -0.84
H -0.08 2.80 -0.74
*
```

(4)
Entry from the Open Molecules 2025 dataset: 2 unconnected molecules or ions with the total composition C2H2S3 in a non-equilibrium geometry (wB97M-V/def2-TZVPD).

The lowest unoccupied orbital energy comes out at -0.36 eV. As for the HOMO-LUMO gap: 8.55 eV. The electronic energy comes out at -34610.692 eV.

ORCA input file:
```
! wB97M-V def2-TZVPD RIJCOSX def2/J DEFGRID3
* xyz 0 1
S 1.35 2.92 -0.73
H -2.00 -1.95 -0.03
S -1.60 0.35 0.19
C 1.72 1.50 -0.31
H -0.28 -1.73 0.43
C -1.27 -1.20 0.23
S 2.08 0.11 0.23
*
```

(5)
Entry from the Open Molecules 2025 dataset: a molecular structure, C6H12ClIO16S3Ti in a non-equilibrium geometry (wB97M-V/def2-TZVPD).

The lowest unoccupied orbital energy (spin up / spin down) comes out at 1.68 / 1.66 eV. As for the HOMO-LUMO gap (spin up / spin down): 3.36 / 6.03 eV. The electronic energy comes out at -115410.003 eV. Its expectation value of S² is 3.75.

ORCA input file:
```
! wB97M-V def2-TZVPD RIJCOSX def2/J DEFGRID3
* xyz -1 4
O 0.13 1.02 5.31
S 0.18 -2.02 -0.38
H 2.44 2.80 -5.12
O 0.88 3.25 5.02
H 1.68 0.20 -5.87
S 2.44 0.71 -2.48
H -3.93 -0.60 2.12
C -4.14 1.42 1.22
O -0.03 -1.81 -1.77
O 0.59 -0.95 0.51
Cl 1.25 1.86 5.04
O -2.13 0.30 1.78
C 1.61 0.75 -4.94
O 1.72 -0.03 -3.78
H -3.47 -0.44 0.41
O -0.77 2.46 2.05
O -2.41 1.81 3.80
Ti 1.41 1.46 1.14
S -1.99 1.78 2.44
O -3.13 2.37 1.44
O 2.59 2.07 -3.32
O -1.10 -2.82 0.23
O 2.26 1.65 6.04
O 1.82 1.54 3.74
H 0.89 -5.35 0.01
H -1.64 -4.86 -0.25
H 0.65 1.28 -4.93
H -5.01 1.48 1.88
H 0.35 -4.47 -1.46
C 0.47 -4.42 -0.38
H -4.54 1.72 0.24
C -3.48 0.06 1.38
C -0.91 -4.23 0.27
I 3.47 3.53 0.83
H -0.93 -4.45 1.34
O 3.68 0.02 -2.28
O 1.23 -3.26 -0.10
C 2.70 1.82 -4.73
O 1.46 0.82 -1.44
H 3.70 1.51 -5.02
*
```

(6)
Entry from the Open Molecules 2025 dataset: a molecular structure, C25H21AsCl3IrN2O2PS4 in a non-equilibrium geometry (wB97M-V/def2-TZVPD).

The lowest unoccupied orbital energy (spin up / spin down) comes out at 1.14 / 1.14 eV. As for the HOMO-LUMO gap (spin up / spin down): 6.21 / 6.21 eV. The electronic energy comes out at -187218.325 eV.

ORCA input file:
```
! wB97M-V def2-TZVPD RIJCOSX def2/J DEFGRID3
* xyz -1 1
C -0.61 4.60 0.45
H -5.20 -1.16 1.06
C 3.21 -5.40 0.75
H -0.83 4.64 1.51
H -4.65 -1.96 -3.14
C 5.05 2.20 0.82
N -4.32 1.46 2.97
As -3.56 -1.66 -0.81
Cl 3.67 -7.06 0.72
C 2.89 2.13 -0.89
S -0.86 1.01 1.85
C 0.45 3.53 -1.41
C 2.40 -2.68 0.84
O -2.24 -0.81 -0.42
H 4.92 4.34 0.66
C 3.42 3.35 -0.51
H 3.05 0.00 -0.78
H -4.48 -4.01 -0.71
Ir 0.03 -0.68 0.28
C 0.19 3.59 -0.04
C 1.77 -3.65 0.01
H -6.05 -1.18 -0.50
H -3.66 -0.47 -3.01
H -3.44 -3.70 0.69
C -3.45 -1.92 2.86
H 0.13 4.40 -3.33
C -3.55 -3.56 -0.38
H -1.79 6.32 -0.02
C 3.46 0.95 -0.46
C 4.51 3.39 0.35
S -0.99 -2.33 2.06
H 2.98 4.27 -0.87
H 4.98 0.06 0.75
C -1.16 5.54 -0.41
H 4.73 -4.83 2.16
H -5.04 0.23 -0.04
H 0.62 2.86 0.62
H -2.86 -2.04 -3.20
C 4.55 0.99 0.40
H -2.71 -4.04 -0.89
H 5.88 2.23 1.52
O 2.04 -1.46 0.93
S 0.38 0.45 -1.96
Cl 4.38 -2.06 2.55
C -5.14 -0.86 0.01
C -0.90 5.47 -1.77
C -3.37 0.85 2.74
H -1.33 6.20 -2.44
C -3.73 -1.53 -2.76
P 1.48 2.15 -2.05
C 3.50 -3.19 1.59
C -0.09 4.46 -2.27
S 2.11 2.50 -3.88
C -2.22 0.11 2.41
Cl 0.47 -3.10 -0.99
H 1.64 -5.66 -0.69
C 2.15 -4.97 -0.04
N -4.41 -2.51 3.12
C -2.27 -1.28 2.48
C 3.89 -4.51 1.56
*
```

(7)
Entry from the Open Molecules 2025 dataset: a single C8H19N molecule (wB97M-V/def2-TZVPD).

The lowest unoccupied orbital energy comes out at 1.09 eV. As for the HOMO-LUMO gap: 10.32 eV. The electronic energy comes out at -10094.670 eV. As for the SMILES: CC(C)CCC[C@H](C)N.

ORCA input file:
```
! wB97M-V def2-TZVPD RIJCOSX def2/J DEFGRID3
* xyz 0 1
H -0.36 0.76 -1.85
C -0.70 -0.81 0.69
C 1.57 -0.77 -0.46
H 2.07 1.08 -1.42
H 2.91 0.06 -3.38
H -1.10 -0.88 -0.32
H -2.02 0.54 3.61
H 2.59 -0.91 -0.07
C -1.73 -0.07 1.56
C -2.16 1.25 0.94
C 1.71 0.09 -1.72
H 1.17 -0.27 1.60
H -0.86 -0.77 3.42
H 2.48 -1.42 -2.85
C 0.38 0.25 -2.46
H -1.33 1.95 0.88
N 2.76 -0.50 -2.55
H -2.95 1.71 1.53
H -0.41 0.88 2.99
H 1.19 -1.75 -0.74
C -1.22 0.16 2.98
H -2.61 -0.72 1.63
H -2.55 1.09 -0.07
C 0.68 -0.15 0.63
H 0.52 0.83 -3.37
H 0.58 0.91 0.45
H -0.02 -0.73 -2.74
H -0.59 -1.83 1.07
*
```

(8)
Entry from the Open Molecules 2025 dataset: a single C4H5NO2 molecule in a non-equilibrium geometry (wB97M-V/def2-TZVPD).

The lowest unoccupied orbital energy comes out at 0.78 eV. As for the HOMO-LUMO gap: 10.38 eV. The electronic energy comes out at -9806.567 eV. As for the SMILES: C1=NOC[C@@H]2O[C@@H]12.

ORCA input file:
```
! wB97M-V def2-TZVPD RIJCOSX def2/J DEFGRID3
* xyz 0 1
H -0.60 -1.24 0.88
H -0.53 1.88 0.73
C 0.68 -0.88 -1.04
H 1.15 1.07 -0.40
C -0.84 0.77 0.58
H -1.86 0.71 1.20
H 0.89 -1.82 -1.79
O -1.10 0.69 -0.87
C 0.10 -0.32 0.90
O 1.48 -0.27 1.30
C 1.19 0.00 0.00
N -0.56 -0.58 -1.49
*
```

(9)
Entry from the Open Molecules 2025 dataset: a molecular structure, C33H54F8NNbO10P in a non-equilibrium geometry (wB97M-V/def2-TZVPD).

The lowest unoccupied orbital energy comes out at 1.63 eV. As for the HOMO-LUMO gap: 6.57 eV. The electronic energy comes out at -89639.918 eV.

ORCA input file:
```
! wB97M-V def2-TZVPD RIJCOSX def2/J DEFGRID3
* xyz -1 1
C 6.25 -4.89 -1.23
H -5.82 4.78 4.35
H 5.40 -1.77 -0.66
C -3.86 -0.30 2.26
N -1.66 3.09 0.40
F -0.18 -2.22 -0.53
H 7.20 -5.20 -1.69
C -0.48 -2.05 1.81
O -4.58 -1.11 1.30
C -2.72 0.88 -1.82
C -4.18 0.53 -3.81
H 5.14 -6.53 -2.09
H 4.30 -2.99 -1.25
C 0.55 -2.12 0.60
H -1.85 1.30 -2.33
C -3.50 6.13 3.63
C -4.90 4.21 4.42
F 0.92 -0.88 3.22
H -5.39 0.28 -5.55
F -2.17 5.27 0.66
C 11.40 -2.52 -3.91
H -5.01 -2.17 -5.64
H -1.53 5.72 4.50
C 5.18 -2.83 -0.62
C -0.85 0.57 2.43
C -2.02 6.42 3.83
O 1.41 -0.32 -0.74
H -1.46 6.47 2.90
H 5.74 -3.03 1.46
H -4.40 4.55 2.40
C -5.87 0.96 -0.53
H 11.27 -4.27 -5.16
H -2.52 -1.89 -2.14
H -5.05 7.47 2.86
O -2.87 4.31 -1.15
H 4.13 -5.16 -1.63
H -5.31 0.05 -0.72
C -4.83 -2.43 1.70
H 9.40 -3.08 -2.11
H 4.64 -4.29 0.91
H -2.82 -0.75 -0.42
C 9.15 -2.02 -2.02
F -1.72 -2.18 1.31
C -4.56 -1.59 -4.85
O -3.13 2.38 3.10
H -1.93 7.40 4.30
C -0.34 2.97 0.00
H -4.28 6.51 1.65
C -0.38 -0.89 2.81
C -6.29 -2.76 1.43
H -4.65 -2.59 2.76
H -6.89 -2.19 2.13
C -3.88 4.65 3.35
F -1.09 -1.25 3.91
F -0.10 2.18 -1.04
H -6.00 1.46 -1.49
P -5.03 2.14 0.60
C 9.44 -1.26 -3.31
C -3.15 -1.42 -2.88
H -1.83 4.05 2.86
H -3.59 -3.24 -3.94
C 10.74 -3.33 -5.02
H -6.47 -3.81 1.65
H -4.61 0.15 2.93
H -3.41 7.87 2.29
O -0.14 1.45 2.85
C -3.36 -0.04 -2.83
F 1.27 -3.26 0.69
H -6.58 -2.52 0.41
H -4.35 1.60 -3.80
H 9.17 -0.21 -3.18
H 4.03 -2.66 1.19
H -2.40 3.68 4.46
H 9.74 -1.61 -1.20
H 12.44 -2.32 -4.19
H -4.00 6.43 4.56
H -6.87 0.75 -0.17
C -2.30 4.18 -0.13
H 8.83 -1.65 -4.13
O 6.31 -3.48 -1.18
H -3.40 1.72 -1.71
C 1.58 -0.99 0.41
C 4.88 -3.23 0.82
C 5.10 -5.44 -2.06
H -3.26 -0.96 2.89
H -5.05 3.14 4.43
O 0.58 3.51 0.51
C -4.09 7.07 2.56
H -4.46 4.46 5.39
O 2.49 -0.78 1.14
H 8.10 -1.95 -1.77
H -4.21 -3.15 1.16
C -2.34 0.23 -0.48
O 10.81 -1.25 -3.69
H 11.43 -3.10 -2.98
H 10.75 -2.77 -5.95
H -5.58 1.97 2.69
C -2.70 3.69 3.40
C -3.76 -2.18 -3.88
O -6.06 2.20 1.89
H 5.14 -5.05 -3.07
H -1.27 0.02 -0.52
H 9.70 -3.56 -4.78
Nb -2.70 1.43 1.36
H 6.24 -5.31 -0.22
F -0.28 -3.18 2.54
H 2.30 -0.11 -1.04
C -4.79 -0.22 -4.81
*
```

(10)
Entry from the Open Molecules 2025 dataset: 4 unconnected molecules or ions with the total composition C12H25Br2N3O2 in a non-equilibrium geometry (wB97M-V/def2-TZVPD).

The lowest unoccupied orbital energy comes out at 0.56 eV. As for the HOMO-LUMO gap: 10.20 eV. The electronic energy comes out at -161498.154 eV. As for the SMILES: CN(C)C=O.CN(C)C=O.BrCCBr.CCCC#N.

ORCA input file:
```
! wB97M-V def2-TZVPD RIJCOSX def2/J DEFGRID3
* xyz 0 1
N 2.44 -4.07 -2.85
N 0.21 4.28 -1.97
H -0.10 -5.14 1.15
C -1.81 0.85 1.12
H -0.60 -1.02 -1.91
H -1.39 2.96 1.01
C 0.12 -4.91 2.20
C 1.09 3.42 -1.39
O 1.64 -1.51 2.59
H 2.15 -3.58 2.89
C -1.69 2.23 1.76
C 0.66 5.67 -2.27
H -2.11 0.08 1.82
H 0.98 -5.50 2.51
H -1.05 -1.67 -0.42
H -0.71 -5.33 2.77
H -1.26 3.10 -2.78
H 0.04 5.95 -3.12
H -0.28 -2.79 -1.54
Br -3.00 2.74 3.14
H 0.33 6.39 -1.52
H -1.66 -2.82 3.31
H 1.34 -2.53 -0.12
Br -3.14 0.80 -0.39
H -0.82 0.49 0.82
O 0.84 2.31 -0.96
H -1.74 4.77 -2.63
H 3.08 -1.35 -1.36
N 0.20 -3.45 2.46
H -1.83 3.78 -1.24
H 1.87 -0.94 -2.55
C -1.21 3.97 -2.11
H -0.86 -1.66 2.23
C -1.06 -2.72 2.40
C 1.13 -1.59 -0.63
H -0.80 2.11 2.39
H 2.05 3.92 -1.22
H 1.30 -0.78 0.08
H -1.58 -3.05 1.50
C -0.27 -1.76 -1.18
C 2.11 -1.66 -1.76
C 1.39 -2.81 2.67
H 1.71 5.85 -2.48
C 2.28 -3.03 -2.42
*
```

(11)
Entry from the Open Molecules 2025 dataset: a molecular structure, C43H36BClN2O6PSn (wB97M-V/def2-TZVPD).

The lowest unoccupied orbital energy comes out at 2.53 eV. As for the HOMO-LUMO gap: 7.78 eV. The electronic energy comes out at -88766.307 eV.

ORCA input file:
```
! wB97M-V def2-TZVPD RIJCOSX def2/J DEFGRID3
* xyz -1 1
H 6.39 0.15 -0.62
H -0.01 1.06 -2.32
H 3.92 1.71 -3.72
C -2.13 0.77 4.47
H 2.15 0.09 -3.05
C -0.06 -0.36 3.94
H -2.88 0.31 6.43
H 0.82 -1.07 -2.86
Sn 1.29 1.20 0.03
O 0.99 3.19 0.90
C -2.09 0.13 5.71
C -1.54 1.70 -0.94
O 1.84 -0.76 -0.54
C 2.29 2.70 2.86
H 5.61 1.04 -5.42
H -4.85 -1.23 -5.33
C -3.19 -1.69 -2.42
C -2.04 -2.66 2.23
C 7.18 -0.02 -2.61
H -3.17 0.35 -5.18
C 4.03 1.36 -1.08
B 0.32 0.42 1.92
H -1.69 -0.37 -4.52
H -5.16 1.82 0.51
H -1.34 -4.56 2.92
H -0.63 4.37 2.48
H -4.27 -0.27 -0.44
H 4.40 2.18 2.53
O 3.34 -2.17 -1.38
C 1.91 -0.95 -2.88
H -0.43 -5.21 0.71
H 3.27 2.37 4.74
C 0.34 4.01 4.36
H 7.69 -0.08 -4.70
O 2.86 1.68 -1.52
C 0.22 3.94 2.99
C -4.15 1.79 0.12
C 5.07 0.98 -2.07
H 0.36 -3.18 -1.90
C -1.09 0.50 3.61
C -4.60 -1.66 -4.37
C -2.34 0.54 -0.91
C -1.00 -3.40 -0.26
H -1.43 3.75 -0.35
N 4.37 1.33 0.19
H 0.80 -1.67 5.41
O -0.89 0.98 2.34
H -3.72 -3.15 -0.94
C -0.44 -3.85 -1.58
C 5.79 0.85 -4.37
H -2.60 -0.83 1.28
H 8.09 -0.53 -2.30
C -3.51 -1.15 -3.67
C -1.05 -0.73 6.05
C -0.92 -4.25 0.83
C -2.13 -1.80 1.14
O 0.83 -0.43 2.90
N 3.26 1.67 0.93
C 4.85 1.22 -3.42
C 2.40 2.81 4.26
H -6.21 -3.08 -4.42
H -2.59 0.80 -3.57
H 0.13 2.75 -1.77
H -1.06 -1.21 7.02
H -0.42 4.51 4.94
P -1.68 -1.05 -1.57
H -0.03 -4.85 -1.50
H -2.43 -2.35 3.19
C -3.96 -2.73 -1.91
C 1.44 3.43 5.01
C -5.05 -3.23 -2.62
C -2.07 2.87 -0.38
C -1.43 -3.89 2.07
C -0.01 -0.99 5.16
C 6.96 0.23 -3.96
C -3.64 0.62 -0.41
H -5.64 -4.03 -2.20
H 1.53 3.49 6.09
C -2.70 -0.03 -4.27
H -2.93 1.44 4.19
C -0.16 1.74 -1.49
C 3.40 2.13 2.11
C 6.24 0.35 -1.67
C 1.17 3.27 2.19
H -1.20 -3.85 -2.36
C -5.37 -2.69 -3.85
C 2.47 -1.35 -1.52
Cl 2.54 -1.90 -4.25
C -3.34 2.92 0.14
H -3.72 3.84 0.57
C -1.63 -2.15 -0.10
*
```

(12)
Entry from the Open Molecules 2025 dataset: 2 unconnected molecules or ions with the total composition C4H9NO in a non-equilibrium geometry (wB97M-V/def2-TZVPD).

The lowest unoccupied orbital energy comes out at -0.48 eV. As for the HOMO-LUMO gap: 5.84 eV. The electronic energy comes out at -7825.846 eV. As for the SMILES: C=C/C=C/N.O.

ORCA input file:
```
! wB97M-V def2-TZVPD RIJCOSX def2/J DEFGRID3
* xyz 0 1
H -2.05 1.49 -0.04
O 3.55 0.32 1.54
N 0.82 -0.24 1.38
H 0.81 -0.14 -0.80
H 0.18 -0.36 2.20
H 2.65 0.61 1.40
C -1.98 0.55 -0.62
H -1.33 -1.38 -0.61
H 4.10 0.50 0.78
H -3.25 0.70 -2.47
C -2.53 0.14 -1.84
H 1.66 -0.90 1.46
H -1.98 -0.59 -2.39
C 0.33 -0.26 0.13
C -0.99 -0.45 -0.12
*
```

(13)
Entry from the Open Molecules 2025 dataset: a single C4H6O2 molecule (wB97M-V/def2-TZVPD).

The lowest unoccupied orbital energy comes out at 0.87 eV. As for the HOMO-LUMO gap: 10.93 eV. The electronic energy comes out at -8338.662 eV. As for the SMILES: C[C@@]1(C=O)CO1.

ORCA input file:
```
! wB97M-V def2-TZVPD RIJCOSX def2/J DEFGRID3
* xyz 0 1
O 0.27 1.18 1.00
O -1.99 -1.07 -0.60
H -0.25 0.70 -1.97
C 0.78 -0.10 1.29
C -0.05 0.13 0.09
C -1.48 -0.31 0.19
H 0.33 -0.59 2.16
C 0.49 0.20 -1.32
H 1.42 0.77 -1.36
H -2.04 0.10 1.05
H 1.86 -0.23 1.20
H 0.65 -0.80 -1.74
*
```